Entry 1:
65
Properties=species:S:1:pos:R:3:mulliken_charge:R:1 method="wB97M-V/def2-TZVPD" total_energy_ev=-133092.8453 lumo_energy_ev="-7.9 / -7.9" total_charge=+2 de_lowest_ev=0.799 gap_ev="6.198 / 6.206" spin_multiplicity=1 homo_ev="-14.1190 / -14.1255"
V 0.3339 -1.5122 0.3128 -0.052
S 0.9056 -0.7033 2.4789 -0.342
C 2.4071 -0.5644 1.6115 0.888
C 3.6557 -0.2707 2.1488 -0.877
C 4.7337 -0.2741 1.2935 -0.384
C 4.5677 -0.5997 -0.0622 -1.096
C 3.3149 -0.9105 -0.5206 -0.349
N 2.2566 -0.8624 0.3129 0.791
H 3.7541 -0.0613 3.2046 0.548
H 5.7204 -0.0460 1.6748 0.482
H 5.4111 -0.6425 -0.7352 0.542
H 3.1327 -1.2269 -1.5386 0.645
O 0.6767 -2.2622 -1.6515 -0.580
C 0.4373 -1.0838 -1.6201 1.122
C 0.2957 0.0468 -2.4837 -0.697
C 0.4587 0.0251 -3.8737 -0.543
C 0.3055 1.2190 -4.5508 -0.696
C 0.0054 2.3927 -3.8538 -0.777
C -0.1529 2.4046 -2.4716 0.156
C -0.0180 1.2137 -1.7777 -0.563
P -0.1146 0.9521 0.0252 2.339
C -1.8004 1.3307 0.5398 0.530
C -2.1458 1.2141 1.8896 -0.494
C -3.4451 1.4706 2.2962 -1.021
C -4.4109 1.8258 1.3629 -0.663
C -4.0772 1.9262 0.0202 -0.777
C -2.7758 1.6815 -0.3942 -0.499
C 1.0320 2.1681 0.6986 0.825
C 0.7353 2.8970 1.8467 -0.401
C 1.6557 3.8074 2.3420 -0.857
C 2.8723 3.9905 1.7017 -0.669
C 3.1720 3.2694 0.5522 -0.837
C 2.2571 2.3599 0.0508 -0.635
H 0.7030 -0.8935 -4.3910 0.626
H 0.4279 1.2499 -5.6246 0.506
H -0.1016 3.3181 -4.4048 0.483
H -0.3685 3.3301 -1.9529 0.625
H -1.4022 0.9356 2.6264 0.451
H -3.7026 1.3979 3.3444 0.481
H -5.4233 2.0305 1.6848 0.453
H -4.8268 2.2059 -0.7079 0.500
H -2.5346 1.7664 -1.4452 0.436
H -0.2134 2.7728 2.3527 0.379
H 1.4183 4.3792 3.2287 0.485
H 3.5854 4.7037 2.0929 0.456
H 4.1136 3.4237 0.0424 0.485
H 2.4960 1.8180 -0.8556 0.458
I -4.9795 -1.7128 -2.7106 0.205
C -3.8183 -1.9438 -1.0144 -0.823
C -4.3681 -2.3392 0.2023 -0.172
C -3.5472 -2.4569 1.3116 -1.228
C -2.2045 -2.1763 1.1754 -0.143
N -1.6750 -1.7852 0.0024 1.044
C -2.4648 -1.6820 -1.0766 -0.169
H -5.4251 -2.5583 0.2790 0.483
H -3.9356 -2.7758 2.2680 0.563
H -1.5248 -2.2843 2.0164 0.515
H -2.0067 -1.3731 -2.0059 0.506
Cl 1.5748 -6.7137 -0.4545 -0.065
C 0.6922 -5.4660 0.3755 0.735
Cl 0.3970 -5.9112 2.0581 -0.106
Cl -0.8659 -5.1675 -0.4608 -0.134
C 1.4739 -4.1335 0.3606 -0.065
O 2.5447 -3.9810 -0.1363 -0.540
O 0.8055 -3.1529 0.9893 -0.490

=====

Entry 2:
65
Properties=species:S:1:pos:R:3:mulliken_charge:R:1 method="wB97M-V/def2-TZVPD" total_energy_ev=-220543.9156 lumo_energy_ev=4.0 total_charge=-2 de_lowest_ev=0.578 gap_ev=4.103 spin_multiplicity=1 homo_ev=-0.1107
Cu 15.5151 14.1076 8.5265 -0.212
Cl 20.5905 19.5576 8.6995 -0.268
C 19.2963 18.4005 8.8308 0.515
C 19.5672 17.0205 8.5418 -0.064
Cl 21.1363 16.3970 8.2821 -0.212
C 18.4828 16.1813 8.3702 0.630
Cl 18.7659 14.5785 7.7197 -0.181
C 17.1810 16.5879 8.7372 -0.948
O 16.1337 15.8202 8.6363 0.004
C 16.9951 17.9226 9.2388 0.528
Cl 15.4576 18.3147 9.9181 -0.063
C 17.9948 18.8745 9.1543 -0.127
Cl 17.6207 20.5027 9.4983 -0.224
O 14.0511 12.9245 8.0791 -0.619
C 13.1433 13.6641 8.6228 0.880
O 13.4617 14.7034 9.2812 -0.715
C 11.6656 13.3505 8.4385 -0.495
C 10.9548 14.4257 7.6070 -1.365
Ge 11.4075 16.4077 7.8840 0.962
C 11.5362 16.8267 9.8231 0.841
C 12.2156 17.9481 10.2673 -0.174
C 12.2757 18.2120 11.6486 -1.015
C 11.6293 17.3626 12.5687 -0.657
C 10.9666 16.2330 12.1036 -0.620
C 10.9298 15.9325 10.7448 -0.476
C 12.9942 16.8100 6.7631 0.926
C 13.5329 15.8681 5.8859 -0.146
C 14.6528 16.1896 5.1174 -0.763
C 15.3178 17.3911 5.3206 -0.476
C 14.7184 18.3674 6.1432 -0.540
C 13.5538 18.0917 6.8242 -0.416
C 10.0607 17.7770 7.3685 0.490
C 10.1634 19.0964 7.8554 -0.322
C 9.1967 20.0262 7.4815 -0.566
C 8.1036 19.6936 6.6801 -0.696
C 7.9970 18.3828 6.2447 -0.340
C 8.9481 17.4059 6.5819 -0.537
H 11.2466 13.2095 9.4185 0.391
H 11.5905 12.4023 7.8680 0.272
H 9.8579 14.2954 7.5516 0.370
H 11.2497 14.2447 6.5664 0.581
H 12.7283 18.6086 9.5788 0.466
H 12.7654 19.1302 11.9658 0.392
H 11.5944 17.6613 13.6162 0.335
H 10.4509 15.5716 12.7720 0.393
H 10.4445 15.0398 10.3780 0.242
H 13.1479 14.8502 5.8786 0.067
H 15.0210 15.5057 4.3503 0.341
H 16.2420 17.6457 4.8037 0.385
H 15.2195 19.3476 6.2361 0.315
H 13.1396 18.8296 7.4814 0.153
H 10.9532 19.3670 8.5239 0.198
H 9.3341 21.0794 7.7766 0.309
H 7.2977 20.3850 6.4876 0.361
H 7.1684 18.0288 5.6285 0.326
H 8.8713 16.4181 6.1570 0.338
Te 17.0058 12.1893 9.2810 -0.239
C 16.0421 10.3444 8.9700 -0.003
C 16.7641 9.3948 8.2305 -0.495
C 16.0825 8.1607 8.1222 -0.415
C 14.8946 8.1616 8.7990 -0.475
S 14.5204 9.6648 9.5510 -0.118
H 17.7627 9.5632 7.8400 0.335
H 16.4651 7.3346 7.5160 0.300
H 14.1814 7.3449 8.8837 0.337